ORCA calculation (ωB97M-V with the def2-TZVPD basis set) on a cluster of 2 separate species, CH4N2OS in total.

Geometry as ORCA input:
```
! wB97M-V def2-TZVPD RIJCOSX def2/J DEFGRID3
* xyz 0 1
C 0.725 -0.757 -1.408
N -0.445 -0.274 -1.480
N -0.634 1.640 2.654
O -0.070 1.069 1.652
S 0.929 1.721 0.594
H 1.113 -1.499 -2.083
H 1.357 -0.357 -0.606
H -1.103 1.000 3.205
H -0.540 0.444 -0.833
*
```

Summary:
Calculated total energy ... -623.222940 Ha
HOMO-LUMO gap (spin up / spin down) ... 7.300 / 7.291 eV
E_HOMO (spin up / spin down) ... -9.5 / -9.5 eV
Energy relative to the best compared isomer or geometry (same formula, charge and spin) ... 6.429 eV